8 unconnected molecules or ions with the total composition C39H71FIN2O16, computed with ωB97M-V/def2-TZVPD.

Output
- charge = +1
- E (hartree) = -3239.18005

Element x y z (Å)
C -4.52 -1.26 2.90
O -3.85 -2.39 2.25
C -2.75 -1.89 1.49
O -2.20 -0.84 1.90
C -2.18 -2.64 0.20
C -1.01 -3.66 0.48
C -0.42 -3.96 1.93
C -0.44 -4.39 -0.75
F 0.61 -5.32 -0.58
N -0.91 -4.14 -2.08
C -1.97 -3.19 -2.42
C -2.29 -3.05 -3.97
C -3.81 -2.72 -4.35
C -4.08 -1.13 -4.60
I -3.88 -0.53 -6.68
C -2.64 -2.43 -1.26
N -3.71 -1.47 -1.51
H -3.95 -0.89 3.82
H -4.70 -0.40 2.16
H -5.55 -1.63 3.25
H -0.25 -5.10 2.05
H 0.59 -3.43 2.13
H -1.16 -3.68 2.76
H -0.45 -4.68 -2.84
H -2.06 -4.08 -4.44
H -1.53 -2.34 -4.47
H -4.57 -3.17 -3.61
H -4.02 -3.22 -5.36
H -5.08 -0.81 -4.11
H -3.27 -0.59 -3.98
H -4.54 -1.97 -1.90
H -4.06 -1.02 -0.65
O 1.05 -4.70 4.33
C 1.90 -4.04 4.88
O 1.61 -2.81 5.34
C 2.49 -2.02 6.16
C 3.47 -1.25 5.31
C 3.32 -4.52 4.98
H 2.98 -2.64 6.92
H 1.85 -1.32 6.70
H 4.12 -1.91 4.74
H 4.10 -0.61 5.94
H 2.94 -0.62 4.59
H 3.84 -4.31 4.04
H 3.30 -5.60 5.14
H 3.88 -4.10 5.81
O 6.08 -4.27 7.50
C 6.81 -5.15 7.07
O 7.41 -5.00 5.87
C 8.42 -5.89 5.37
C 7.80 -7.09 4.68
C 6.97 -6.44 7.81
H 9.13 -6.17 6.15
H 9.00 -5.31 4.64
H 7.20 -7.68 5.37
H 8.57 -7.73 4.25
H 7.13 -6.76 3.88
H 6.13 -7.10 7.58
H 6.97 -6.22 8.88
H 7.91 -6.96 7.61
O -5.35 1.82 -3.93
C -5.25 2.89 -4.49
O -6.11 3.88 -4.20
C -5.97 5.23 -4.67
C -6.58 5.39 -6.05
C -4.25 3.10 -5.59
H -4.93 5.56 -4.63
H -6.52 5.86 -3.96
H -6.07 4.77 -6.78
H -6.52 6.43 -6.38
H -7.63 5.08 -6.04
H -4.65 2.71 -6.52
H -3.34 2.55 -5.33
H -3.95 4.14 -5.72
O -5.60 9.42 -5.56
C -5.85 9.60 -4.39
O -7.06 9.28 -3.89
C -7.39 9.29 -2.49
C -7.80 10.67 -2.04
C -4.85 10.27 -3.49
H -6.58 8.86 -1.89
H -8.25 8.61 -2.38
H -6.98 11.39 -2.15
H -8.10 10.66 -0.99
H -8.63 11.05 -2.64
H -4.92 11.35 -3.61
H -3.85 9.93 -3.78
H -4.96 10.01 -2.44
O -3.62 3.18 -8.81
C -3.53 4.25 -9.37
O -4.39 5.24 -9.06
C -4.26 6.60 -9.51
C -4.87 6.77 -10.89
C -2.53 4.47 -10.46
H -3.22 6.93 -9.47
H -4.81 7.21 -8.80
H -4.36 6.16 -11.64
H -4.82 7.81 -11.21
H -5.92 6.45 -10.88
H -2.93 4.08 -11.40
H -1.62 3.92 -10.21
H -2.23 5.51 -10.59
O 6.08 -8.64 1.71
C 6.09 -7.84 0.81
O 7.18 -7.08 0.59
C 7.38 -6.23 -0.55
C 6.73 -4.88 -0.34
C 4.87 -7.60 -0.04
H 7.04 -6.73 -1.46
H 8.45 -6.10 -0.66
H 5.65 -4.97 -0.22
H 6.92 -4.23 -1.19
H 7.12 -4.41 0.56
H 4.20 -6.92 0.49
H 4.36 -8.56 -0.18
H 5.08 -7.22 -1.03
O 3.29 -0.15 8.31
C 4.14 0.52 8.86
O 3.84 1.74 9.32
C 4.72 2.53 10.14
C 5.71 3.31 9.29
C 5.56 0.02 8.95
H 5.21 1.91 10.90
H 4.08 3.23 10.68
H 6.36 2.65 8.72
H 6.33 3.95 9.92
H 5.18 3.94 8.57
H 6.07 0.24 8.01
H 5.53 -1.06 9.11
H 6.12 0.44 9.78


A single CH2N4O molecule, computed with ωB97M-V/def2-TZVPD.

Output
- ΔE to the lowest compared entry with this formula, charge and spin (kJ/mol) = 395.7

Element x y z (Å)
H -2.51 0.80 -0.07
N -1.94 -0.01 0.04
C -0.73 0.06 -0.15
N 0.29 1.19 -0.01
N 1.43 0.78 -0.10
N 1.34 -0.48 -0.03
O 0.10 -0.99 -0.14
H 2.01 -1.35 0.46


A molecular structure, C6H11N, computed with ωB97M-V/def2-TZVPD.

Output
- ΔE to the lowest compared entry with this formula, charge and spin (kJ/mol) = 249.2

Element x y z (Å)
C -2.09 -0.32 0.06
C -0.55 -0.16 0.10
C 0.28 0.61 1.22
C 1.25 0.72 0.00
C 1.71 -0.71 -0.02
C 0.03 0.87 -1.02
H -2.51 -0.93 -0.78
H -2.34 0.77 0.01
H -2.42 -0.78 0.96
H -0.27 1.56 1.56
H 0.26 -0.14 2.11
H 1.92 1.60 0.06
H 2.22 -1.08 -0.93
H 2.32 -1.16 0.71
H 0.17 -1.84 -0.90
H 0.10 0.42 -2.09
H -0.42 1.89 -1.06
N 0.34 -1.32 0.03